Molecular formula: C43H82O23S8
Method: DFT, ωB97M-V/def2-TZVPD

The SMILES is C[C@H]1COC(=O)O1.C[C@H]1COC(=O)O1.O=S1(=O)CCCC1.O=S1(=O)CCCC1.O=S1(=O)CCCC1.O=S1(=O)CCCC1.O=S1(=O)CCCC1.O=S1(=O)CCCC1.O=S1(=O)CCCC1.O=S1(=O)CCCC1.CC(C)=O. Its total energy is -6603.26504 hartree. The LUMO energy is -0.1 eV. The HOMO energy is -9.7168 eV. Its total charge is 0.

Element x y z (Å)
C  7.858  -5.812  -0.663
C  9.260  -6.204  -1.115
C  9.845  -7.449  -0.497
O  10.272  -8.140  -1.600
C  9.972  -7.433  -2.760
O  10.171  -7.661  -3.945
O  9.066  -6.473  -2.411
H  7.465  -5.038  -1.323
H  7.779  -5.607  0.404
H  7.168  -6.616  -0.919
H  10.036  -5.442  -1.035
H  9.158  -8.004  0.141
H  10.814  -7.252  -0.038
C  5.627  1.606  5.190
C  5.002  2.254  6.380
C  5.836  3.208  7.150
O  5.258  4.438  6.837
C  4.125  4.202  6.026
O  3.250  4.999  5.700
O  4.002  2.925  5.771
H  6.198  0.772  5.599
H  6.204  2.231  4.509
H  5.051  1.053  4.448
H  4.390  1.550  6.944
H  6.852  3.140  6.761
H  5.703  3.009  8.214
O  -3.394  4.764  -1.999
S  -2.815  4.724  -3.324
O  -1.316  4.628  -3.558
C  -3.570  3.356  -4.194
C  -3.829  3.855  -5.608
C  -4.242  5.281  -5.634
C  -3.551  5.939  -4.405
H  -4.552  3.301  -3.724
H  -2.904  2.502  -4.074
H  -3.061  3.514  -6.303
H  -4.643  3.244  -5.999
H  -5.301  5.086  -5.465
H  -4.126  5.708  -6.630
H  -4.402  6.281  -3.817
H  -2.955  6.849  -4.469
O  -6.007  -5.798  2.374
S  -4.779  -5.285  2.991
O  -4.692  -3.921  3.435
C  -4.437  -6.411  4.427
C  -3.471  -7.373  3.761
C  -2.487  -6.582  2.946
C  -3.346  -5.797  2.014
H  -5.336  -6.743  4.946
H  -3.939  -5.894  5.248
H  -2.974  -8.065  4.442
H  -4.051  -8.076  3.163
H  -1.760  -7.226  2.451
H  -1.791  -5.947  3.495
H  -3.732  -6.404  1.195
H  -3.015  -4.797  1.731
O  -0.174  -1.123  -1.587
S  0.683  -1.304  -0.425
O  1.068  -2.534  0.219
C  2.195  -0.302  -0.617
C  2.286  0.946  0.341
C  1.245  0.621  1.494
C  0.015  -0.098  0.831
H  2.384  0.038  -1.635
H  3.053  -0.944  -0.417
H  3.309  1.046  0.705
H  1.927  1.867  -0.117
H  1.002  1.620  1.856
H  1.616  0.062  2.353
H  -0.690  0.536  0.294
H  -0.656  -0.587  1.538
O  -4.237  -6.328  -6.502
S  -5.373  -5.592  -6.013
O  -6.736  -5.870  -6.413
C  -5.391  -5.336  -4.187
C  -5.106  -3.868  -3.936
C  -5.585  -3.024  -5.031
C  -5.059  -3.819  -6.285
H  -4.607  -6.010  -3.841
H  -6.351  -5.642  -3.773
H  -5.676  -3.598  -3.047
H  -4.054  -3.666  -3.737
H  -5.288  -1.977  -4.977
H  -6.666  -3.121  -5.136
H  -3.986  -3.657  -6.185
H  -5.373  -3.521  -7.286
O  -5.469  0.760  7.852
S  -5.221  2.140  7.525
O  -6.384  3.075  7.596
C  -3.805  2.976  8.523
C  -2.509  3.047  7.495
C  -3.130  3.173  6.092
C  -4.312  2.182  5.879
H  -3.659  2.609  9.539
H  -4.092  4.001  8.760
H  -1.742  3.806  7.653
H  -2.155  2.019  7.413
H  -2.335  3.077  5.352
H  -3.447  4.215  6.097
H  -3.943  1.166  5.737
H  -4.977  2.480  5.068
O  2.037  11.471  -0.914
S  2.888  10.963  0.150
O  4.222  11.595  0.318
C  2.038  10.862  1.806
C  1.519  9.422  1.899
C  2.583  8.523  1.222
C  3.002  9.175  -0.168
H  1.455  11.774  1.942
H  2.841  11.018  2.526
H  1.588  9.151  2.952
H  0.552  9.486  1.400
H  2.111  7.570  0.984
H  3.464  8.401  1.852
H  2.221  8.976  -0.901
H  3.948  9.052  -0.696
O  -8.378  1.257  -1.256
S  -7.807  1.320  0.078
O  -6.415  1.026  0.312
C  -8.392  2.983  0.717
C  -9.321  2.718  1.899
C  -9.956  1.433  1.624
C  -8.869  0.389  1.241
H  -9.066  3.397  -0.033
H  -7.594  3.658  1.026
H  -8.861  2.867  2.875
H  -10.035  3.541  1.908
H  -10.678  1.614  0.828
H  -10.511  1.155  2.519
H  -9.141  -0.556  0.772
H  -8.322  0.029  2.112
O  3.188  -3.805  -8.206
S  3.230  -3.924  -6.756
O  3.466  -2.740  -5.911
C  1.654  -4.873  -6.176
C  2.183  -6.013  -5.296
C  3.525  -6.530  -5.922
C  4.362  -5.252  -6.005
H  1.120  -5.405  -6.964
H  0.942  -4.169  -5.745
H  2.461  -5.786  -4.266
H  1.382  -6.749  -5.368
H  3.478  -6.936  -6.933
H  3.966  -7.307  -5.298
H  5.327  -5.254  -6.511
H  4.579  -4.987  -4.970
C  10.043  -0.471  -2.308
C  9.120  0.458  -1.382
C  8.626  1.902  -1.840
O  8.965  0.196  -0.191
H  10.030  -0.068  -3.320
H  10.086  -1.515  -1.999
H  11.048  -0.132  -2.059
H  8.322  2.517  -0.993
H  7.774  1.763  -2.504
H  9.520  2.298  -2.322

Here are the Löwdin charges for atoms 1 to 99, given in e: -0.008, -0.401, -0.132, 0.061, -0.440, 0.146, 0.070, 0.087, 0.088, 0.091, 0.158, 0.141, 0.139, -0.027, -0.385, -0.114, 0.067, -0.484, 0.122, 0.090, 0.089, 0.102, 0.088, 0.167, 0.142, 0.142, -0.335, 0.716, -0.368, -0.223, -0.274, -0.191, -0.217, 0.109, 0.115, 0.118, 0.112, 0.115, 0.122, 0.094, 0.108, -0.345, 0.695, -0.326, -0.205, -0.255, -0.238, -0.229, 0.105, 0.099, 0.117, 0.121, 0.120, 0.124, 0.113, 0.103, -0.345, 0.696, -0.333, -0.229, -0.173, -0.197, -0.205, 0.097, 0.090, 0.104, 0.107, 0.098, 0.103, 0.094, 0.092, -0.327, 0.683, -0.332, -0.202, -0.269, -0.217, -0.220, 0.097, 0.106, 0.121, 0.124, 0.123, 0.116, 0.095, 0.102, -0.344, 0.723, -0.375, -0.158, -0.182, -0.256, -0.186, 0.082, 0.077, 0.110, 0.096, 0.111, 0.108